No. 1
Here is 2 unconnected molecules or ions with the total composition C7H13N3O3S at a distorted geometry from the Open Molecules 2025 dataset. Energies are from ωB97M-V/def2-TZVPD.

Energy relative to the best compared isomer or geometry (same formula, charge and spin) (kJ/mol): 139.6
HOMO-LUMO gap (eV): 8.3

```
27
C7H13N3O3S, DFT ωB97M-V/def2-TZVPD
S -2.27973 0.12837 0.92907
N -3.17842 0.34797 -0.23952
H 0.44713 -2.19466 -1.70048
C 0.94400 1.84883 0.39872
H -0.48168 -5.14651 0.19255
H -3.67331 1.20922 -0.47915
O 1.33802 0.08160 -1.00565
C 0.82225 -0.73866 -0.08976
N 0.78574 -0.49641 1.12788
H 2.46497 1.69366 -1.32989
H 1.03980 2.86731 0.69747
O -0.36408 1.68285 -0.18527
C -0.81984 2.49737 -1.23901
H -0.09302 0.77333 2.24386
O -2.39865 0.87423 2.15621
H 0.39833 -3.09827 1.33102
C 0.85393 0.84429 1.61881
H -0.17997 -4.33801 -1.21863
H 2.77000 0.64833 0.11106
H -1.11706 3.48311 -0.73896
H -0.09163 2.56163 -2.11380
H 1.69250 0.97210 2.21812
C 0.54557 -2.14130 -0.62148
H -1.71094 2.01138 -1.60716
C 0.21889 -3.12148 0.22719
N 0.05033 -4.39370 -0.23880
C 2.01683 1.14343 -0.44444
```

=====

No. 2
Here is 2 unconnected molecules or ions with the total composition C2H4O3P at a distorted geometry from the Open Molecules 2025 dataset. Energies are from ωB97M-V/def2-TZVPD.

Total charge: -1
Energy relative to the best compared isomer or geometry (same formula, charge and spin) (kJ/mol): 469.2
HOMO-LUMO gap (eV): 5.4

```
10
C2H4O3P, DFT ωB97M-V/def2-TZVPD
P 1.73285 0.42473 -0.79002
H 1.06835 1.26227 -1.75163
C 0.54742 -0.68989 -0.15873
O -2.12097 0.59523 1.52770
O 1.22196 -1.50590 1.01522
H 0.14502 -1.29932 -1.02867
O -2.51607 0.52721 -0.75760
H 1.63667 1.75722 0.00653
H 0.42483 -1.61605 1.57085
C -2.14007 0.54450 0.36636
```

=====

No. 3
Here is 2 unconnected molecules or ions with the total composition C21H28N2O2S at a distorted geometry from the Open Molecules 2025 dataset. Energies are from ωB97M-V/def2-TZVPD.

SMILES: Cc1ccc(S(=O)(=O)/N=C/c2ccccc2)cc1.CC(C)[C@@H]1CCCN1
Energy relative to the best compared isomer or geometry (same formula, charge and spin) (kJ/mol): 210.3
HOMO-LUMO gap (eV): 8.3

```
54
C21H28N2O2S, DFT ωB97M-V/def2-TZVPD
H -3.20204 -0.03772 -2.87956
H -3.82446 -3.15811 3.24439
H -2.55792 -0.32874 -0.65881
H -6.58025 0.16161 3.03475
H -0.79634 4.67693 -3.43246
H 4.00043 -1.53851 0.97020
H 3.44939 -1.04384 5.20274
H 2.05820 -0.04720 0.53693
H 5.50843 -2.56982 2.44834
C -4.03815 -2.11809 2.99649
C 5.05528 -2.23777 3.38624
C 3.44708 -1.10497 1.80432
C -5.32452 -1.59239 3.18934
C -2.14728 0.86298 1.64122
H -2.39243 4.00497 -0.89798
C 2.35773 -0.27631 1.55614
O 0.18646 2.30332 3.43931
H -0.86379 -0.42629 -1.16260
H -6.11876 -2.22196 3.59426
H -2.41965 1.84218 1.21827
C -1.48097 3.91775 -1.51009
C -2.20338 0.36965 -2.70252
H -0.23740 2.31328 -2.15024
C -4.57737 0.55135 2.32574
N -0.97523 0.49161 2.05192
H 5.81098 -1.68767 3.96030
H -3.17030 2.30287 -2.91545
S 0.36610 1.45215 2.29558
H -1.99863 -1.67361 2.39656
C -0.29007 4.45334 -0.72361
H -2.56290 4.48922 -3.32660
C -3.01907 -1.30117 2.49399
C -2.15974 1.87811 -2.97058
H 0.62224 4.39772 -1.33239
H -0.10959 3.89576 0.19794
H -0.68998 1.55692 -0.11642
H -1.76117 5.82291 -2.49080
H -1.73745 2.12523 -3.95240
C -1.78141 0.18403 -1.23408
H 4.78345 -3.12329 3.97334
O 0.73734 2.05014 1.01205
C -1.29803 2.43102 -1.83625
C -5.58539 -0.25352 2.86308
C 2.04095 0.00039 3.94898
C 1.65753 0.27610 2.63146
H 1.48720 0.43788 4.77662
H -0.45979 5.50393 -0.46338
C 3.13592 -0.82689 4.18031
C 3.85649 -1.37660 3.11392
N -1.55421 1.52944 -0.67635
H -4.75955 1.59888 2.08004
C -3.28002 0.03254 2.12730
C -1.66525 4.76775 -2.76722
H -1.49223 -0.15364 -3.35095
```

=====

No. 4
Here is a molecular structure, C10H19N2O2S at a distorted geometry from the Open Molecules 2025 dataset. Energies are from ωB97M-V/def2-TZVPD.

Total charge: +1
Energy relative to the best compared isomer or geometry (same formula, charge and spin) (kJ/mol): 633.9
HOMO-LUMO gap (eV): 8.6

```
34
C10H19N2O2S, DFT ωB97M-V/def2-TZVPD
H 0.72986 2.44841 1.17585
H -3.15882 -1.32971 0.98632
H 1.52863 -2.55586 -0.18933
H 3.24355 -1.00888 1.37757
C 1.45423 1.62865 1.26550
H -4.75218 -2.69378 -0.50113
S -1.57911 1.20035 0.59661
H -3.90159 0.97398 -0.32068
C 1.87009 -1.58719 -0.23661
C -2.91796 0.43506 -0.34625
H -5.37389 -1.07404 0.02818
H 2.83761 -1.76886 -0.86783
H -2.22892 -1.55408 -0.39696
C 1.30865 0.13176 1.24102
O -1.20268 2.34497 -0.20718
N 2.11082 1.25390 -0.00174
H 2.17564 0.77708 -2.06532
H 0.58328 1.38720 -1.52845
O -1.77991 1.38296 1.98881
C 3.55697 1.23972 -0.18208
H 1.77357 -1.78147 2.07494
C -4.52911 -1.59680 -0.49128
C 0.80946 -0.62649 -0.73914
C -3.18104 -1.03135 -0.04100
H -4.72586 -1.38229 -1.60472
H -2.57225 0.54962 -1.28055
H 3.91559 0.33338 -0.63074
H 4.03905 1.71445 0.69068
C 2.17206 -1.07798 1.28352
C 1.43080 0.71965 -1.25164
H 3.84710 2.06872 -0.91849
H 2.38263 1.79567 1.94904
N 0.21823 -0.27276 0.49492
H -0.08449 -1.04400 -1.35184
```

=====

No. 5
Here is 2 unconnected molecules or ions with the total composition C5H13N2O at a distorted geometry from the Open Molecules 2025 dataset. Energies are from ωB97M-V/def2-TZVPD.

Total charge: -1
Energy relative to the best compared isomer or geometry (same formula, charge and spin) (kJ/mol): 450.1
HOMO-LUMO gap (spin up / spin down) (eV): 5.8 / 5.8

```
21
C5H13N2O, DFT ωB97M-V/def2-TZVPD
N -0.41670 -0.39136 2.95125
C -0.33777 -0.10054 -0.25804
H 1.18992 1.78059 2.08718
C 1.22887 0.98722 1.30960
C -1.92159 -0.18770 -0.39656
H -0.22496 -1.89633 0.45337
H 1.09649 1.12439 -1.16856
H 1.65072 0.04864 1.81578
H 0.14138 0.15392 -2.31713
H 1.33194 -1.49396 -0.24605
C 0.15253 0.75231 -1.45642
H -0.90602 -1.11111 2.18133
H -2.31649 0.70411 -0.88484
H -0.05177 -2.06486 -1.26571
N -0.03981 0.72645 0.89198
O 0.55907 -0.93335 3.43409
H -0.33906 1.69848 -1.65224
C 0.22235 -1.49777 -0.37939
H 1.94662 1.10923 0.49536
H -2.28036 -0.11007 0.68476
H -2.25965 -1.04647 -0.93857
```

=====

No. 6
Here is a single C3H7NO molecule at a distorted geometry from the Open Molecules 2025 dataset. Energies are from ωB97M-V/def2-TZVPD.

SMILES: C/C=[N+](\C)[O-]
Energy relative to the best compared isomer or geometry (same formula, charge and spin) (kJ/mol): 407.7
HOMO-LUMO gap (spin up / spin down) (eV): 9.3 / 9.3

```
12
C3H7NO, DFT ωB97M-V/def2-TZVPD
C -1.06381 -1.10964 -0.01494
H -0.19957 -1.27340 -0.56463
H 1.39184 1.70474 0.35528
O -2.83395 0.50226 -0.05710
H -1.75419 -1.88841 -0.29897
H -0.77650 2.15809 0.01228
C 0.98143 0.75117 0.12905
H 1.44927 0.37375 -0.84011
N -1.54563 0.29833 -0.04958
H -0.63836 -1.53757 0.89370
C -0.43960 1.14560 -0.05670
H 1.12336 0.13644 1.09042
```